# 1
Computed, not measured: a cluster of 12 separate species, C23H72N12O17 in total, with the ωB97M-V functional and the def2-TZVPD basis.

For the molar mass, the calculation gives 788.90 u. For the largest force on an atom, the calculation gives 0.054 hartree/bohr. Its SMILES is COC[C@H](C)N.COC[C@H](C)N.NC(N)=O.NC(N)=O.NC(N)=O.NC(N)=O.NC(N)=O.OCCO.OCCO.OCCO.OCCO.OCCO. The calculation puts the energy above the lowest of the compared OMol25 structures with the same formula, charge and spin at 0.000 eV. For the LUMO energy, the calculation gives 0.262 eV. As for the net charge: 0. The calculation puts the HOMO-LUMO gap at 9.06 eV.

Geometry (Å):
C -1.307594 1.372136 -2.450508
O -2.002964 2.346551 -3.218127
C -2.793135 3.186059 -2.379794
C -3.511114 4.131888 -3.317806
C -2.580189 5.231062 -3.832779
N -4.657125 4.679290 -2.607353
H -1.108852 1.748798 -1.442814
H -0.367100 1.147334 -2.948898
H -1.886760 0.455618 -2.302694
H -3.494485 2.595578 -1.779764
H -2.145982 3.745803 -1.694783
H -3.898862 3.561109 -4.162579
H -1.948497 5.733989 -3.101029
H -3.142625 6.005512 -4.364696
H -1.976141 4.818205 -4.647992
H -5.068981 5.482727 -3.068229
H -4.493244 5.023811 -1.667661
C 3.441594 -4.349136 3.454922
O 2.198652 -5.031645 3.480693
C 1.076293 -4.310660 2.953080
C 0.563795 -4.949680 1.628804
C 1.543840 -4.687885 0.518407
N -0.801298 -4.419253 1.358848
H 3.852212 -4.350768 2.441903
H 4.106903 -4.919203 4.099486
H 3.391317 -3.314246 3.794038
H 0.333704 -4.412292 3.747638
H 1.302351 -3.242191 2.869228
H 0.514798 -6.010635 1.880256
H 2.524486 -5.039957 0.857338
H 1.647307 -3.645823 0.213092
H 1.395037 -5.309244 -0.369447
H -0.714649 -3.392440 1.422562
H -1.252257 -4.634253 2.249154
N 0.682894 0.387464 0.836262
C 0.226091 -0.780497 0.339150
N 0.506821 -1.029644 -0.967092
O -0.415378 -1.604587 1.017165
H 1.108290 1.028070 0.183432
H 0.566856 0.547320 1.824595
H 1.063299 -0.395827 -1.520713
H 0.403030 -1.984311 -1.276532
N -4.457544 0.460524 0.165049
C -4.295172 -0.725028 -0.480255
N -3.117975 -1.324457 -0.203542
O -5.196117 -1.218418 -1.169969
H -3.654259 0.979265 0.491418
H -5.381083 0.841581 0.058466
H -2.857268 -2.200753 -0.625596
H -2.303827 -0.835538 0.130268
N 2.372164 4.993761 -0.818105
C 2.238960 3.654302 -1.012417
N 2.093069 3.264809 -2.318463
O 2.227075 2.814196 -0.110444
H 2.329767 5.687008 -1.536641
H 2.602924 5.262433 0.123255
H 2.220798 2.265258 -2.462251
H 2.407058 3.856921 -3.068196
N -2.404719 -3.615962 -3.493244
C -1.486191 -3.392917 -2.502851
N -1.923599 -3.721282 -1.263115
O -0.332517 -2.999093 -2.742199
H -2.037197 -3.343355 -4.398351
H -3.383983 -3.596209 -3.284924
H -2.845652 -4.056942 -1.077572
H -1.230129 -3.643653 -0.529667
N 1.837679 0.893000 5.683733
C 0.891339 0.204058 4.968707
N 0.235345 -0.746470 5.682227
O 0.627596 0.513709 3.799835
H 2.453341 1.465620 5.126207
H 2.083719 0.533347 6.583696
H -0.384319 -1.361129 5.158823
H 0.287442 -0.786836 6.678815
O -1.477636 -2.030212 3.593380
C -2.783330 -1.437306 3.468203
C -3.021935 -0.270097 4.420547
O -2.756017 0.989183 3.749647
H -0.911585 -1.750658 2.855875
H -3.014428 -1.235590 2.421505
H -3.411886 -2.286399 3.757674
H -2.415265 -0.298626 5.321373
H -4.103958 -0.294988 4.552002
H -1.862428 0.855878 3.394665
O -1.695520 4.434065 3.150210
C -0.772201 3.790899 2.229551
C -1.502505 3.430254 0.938806
O -2.251042 2.236411 1.227930
H -1.856296 5.306950 2.783490
H -0.040750 4.591916 2.062528
H -0.287339 2.966720 2.743220
H -0.732674 3.179227 0.205623
H -2.158036 4.174189 0.485970
H -2.878021 2.453114 1.935689
O 4.253775 2.007003 3.706787
C 3.533891 1.360876 2.664518
C 3.802001 -0.116709 2.501387
O 5.093502 -0.376206 1.902225
H 5.186700 1.788193 3.666267
H 2.459466 1.531706 2.632998
H 3.816361 1.883216 1.740018
H 3.055182 -0.611180 1.882934
H 3.840939 -0.625965 3.470516
H 5.721756 0.140079 2.415825
O 0.872033 -1.256572 -4.529958
C 0.701421 -1.588034 -5.927013
C -0.733473 -1.737895 -6.353028
O -1.123854 -3.115283 -6.284400
H 0.514012 -2.027116 -4.018969
H 1.177438 -0.730899 -6.405129
H 1.260896 -2.514917 -6.072183
H -0.828649 -1.377916 -7.380772
H -1.419053 -1.190963 -5.699495
H -1.700251 -3.344560 -7.016397
O 2.327999 0.356715 -2.611294
C 3.529311 -0.414344 -2.595529
C 4.458523 0.134411 -1.552968
O 5.006823 1.433458 -1.816170
H 1.741504 0.045002 -3.320101
H 3.372696 -1.489978 -2.496404
H 4.061391 -0.309329 -3.550607
H 5.289082 -0.558416 -1.447496
H 3.879954 0.299681 -0.638611
H 4.282416 2.065108 -1.766300

Cartesian forces, eV/Å:
-0.145 0.129 0.142
0.188 -0.138 0.698
0.153 -0.446 -0.856
-0.074 1.090 0.834
-0.014 -0.190 -1.442
-1.020 0.371 0.379
0.250 0.071 -0.007
-0.033 -0.086 -0.048
-0.086 -0.036 -0.271
-0.093 -0.025 -0.112
0.039 0.038 -0.013
0.088 -0.055 0.011
-0.052 -0.270 0.240
-0.255 0.026 0.291
0.433 -0.047 0.367
0.079 -0.202 -0.354
0.508 -0.344 0.024
-0.148 -0.562 -0.381
0.156 0.516 -0.099
0.346 -0.693 0.323
-0.083 1.182 1.014
0.868 -0.897 -0.409
0.784 -0.116 0.986
0.145 0.107 -0.026
0.105 0.096 0.046
-0.217 0.089 0.180
-0.404 0.087 -0.258
0.037 0.021 -0.290
-0.136 -0.113 -0.430
0.024 0.277 0.097
-0.233 0.085 0.160
-0.511 0.220 -0.035
-0.014 -0.520 -0.275
-0.652 0.015 -0.378
-0.333 -0.509 -0.494
0.501 0.004 -0.496
-0.307 -0.016 0.851
0.066 0.243 0.281
0.278 0.409 0.504
-0.007 0.296 0.090
0.200 -0.053 0.191
-0.257 0.103 -0.354
-0.244 0.014 -0.149
-0.929 -0.140 -0.221
0.850 -0.509 -0.134
0.739 -0.064 0.437
-0.288 0.217 0.090
0.253 0.454 -0.007
-0.360 0.342 -0.211
-0.243 0.271 0.315
0.084 -0.243 0.997
-0.099 -0.539 -0.771
0.172 -0.179 0.055
0.024 0.657 0.004
0.021 -0.048 -0.178
-0.094 0.195 -0.090
-0.238 0.022 -0.104
-0.037 0.107 0.054
1.255 0.450 -0.165
-0.847 -0.727 -0.335
1.424 0.636 -0.469
-0.440 -0.441 0.193
-0.573 -0.112 -0.182
-0.174 0.081 -0.127
-0.063 -0.421 0.055
-0.491 -0.478 0.388
-0.591 -0.224 -0.689
-0.094 0.888 0.356
-0.178 -0.274 -0.879
0.001 -0.592 0.297
0.252 0.068 0.407
0.520 0.160 0.047
-0.122 0.123 0.105
0.095 -0.121 0.126
0.326 0.390 0.090
0.570 -1.517 0.799
-0.508 0.634 -2.046
0.421 -0.728 0.270
-0.087 0.183 -0.214
0.000 0.444 0.090
-0.416 0.314 0.070
-0.314 -0.408 0.252
0.076 0.295 0.738
-0.048 0.460 -0.008
-0.014 -0.782 0.047
-0.697 2.676 -0.050
0.788 -1.632 0.896
-0.218 0.316 -0.554
-0.106 0.043 0.099
0.472 -0.519 -0.454
-0.237 -0.282 -0.188
-0.145 -0.220 -0.128
0.121 0.453 0.430
0.209 -0.112 0.126
-0.896 -0.116 0.892
0.417 0.265 -2.099
0.951 -0.348 0.381
-0.405 0.269 -0.010
0.016 -0.021 -0.176
0.025 0.207 1.270
0.172 -0.408 -0.216
-0.003 0.194 -0.101
-0.503 0.135 0.179
0.246 -0.177 -0.152
-0.583 -0.821 0.157
0.759 0.675 1.447
-0.455 -0.334 -0.332
0.139 -0.261 0.190
0.083 0.674 0.023
-0.055 -0.296 -0.473
-0.101 0.075 -0.630
-0.109 0.040 0.040
0.298 0.403 -0.075
-0.023 0.112 -0.039
0.007 0.064 -0.023
0.773 0.443 -1.206
-0.562 0.792 0.795
0.072 -0.397 -0.746
0.146 -0.287 -0.375
-0.375 0.036 0.479
-0.239 0.096 -0.147
0.038 0.095 0.357
0.206 -0.840 0.337
0.010 -0.010 0.089


# 2
Computed, not measured: a cluster of 13 separate species, C23H74N24O15PS2 in total, with the ωB97M-V functional and the def2-TZVPD basis.

For the molar mass, the calculation gives 1022.11 u. For the largest force on an atom, the calculation gives 0.047 hartree/bohr. For the LUMO energy, the calculation gives -2.779 eV. As for the net charge: +1. The calculation puts the HOMO-LUMO gap at 7.79 eV.

Geometry (Å):
C 4.812679 1.733156 -1.057853
C 5.390622 0.314999 -0.973374
C 4.655116 -0.691720 -0.046850
C 3.297635 -0.272964 0.521231
S 1.814819 -0.447123 -0.545329
C 1.149072 1.251547 -0.576557
C 0.107159 1.572760 -1.661265
C -1.235271 1.903368 -1.005775
C -2.009399 0.625318 -0.593939
C -3.383819 0.559675 -1.264044
C -4.254762 -0.592109 -0.768666
O -3.604316 -1.849396 -0.823334
C -3.188048 -2.357393 0.428149
P 2.220558 -0.947294 -2.605179
O 3.543647 -1.823965 -2.741485
O 2.440375 0.407366 -3.432429
S 0.683184 -1.894631 -3.168501
H 4.684566 2.163547 -0.062621
H 5.496102 2.395339 -1.596499
H 3.863537 1.754588 -1.600485
H 5.504692 -0.067135 -1.998474
H 6.418186 0.407837 -0.611307
H 5.290989 -0.819926 0.837165
H 4.619973 -1.690557 -0.488123
H 3.082385 -0.917705 1.378717
H 3.325947 0.741527 0.927984
H 1.981655 1.953481 -0.562984
H 0.668694 1.302515 0.408821
H -0.048821 0.789955 -2.406354
H 0.481805 2.441825 -2.211305
H -1.840554 2.466739 -1.720539
H -1.052542 2.498394 -0.111401
H -1.447226 -0.267505 -0.900761
H -2.153900 0.615452 0.492406
H -3.269570 0.443534 -2.346165
H -3.925782 1.489191 -1.056409
H -4.619323 -0.373921 0.242099
H -5.112798 -0.663802 -1.445889
H -2.304824 -1.824676 0.808661
H -2.909503 -3.403791 0.282375
H -3.981991 -2.293163 1.180089
H 4.380429 -1.337909 -2.688978
H 3.356312 0.717376 -3.466070
C 4.963626 -1.429527 -7.093106
O 6.021347 -0.973538 -7.491173
N 4.325026 -2.470148 -7.688521
N 4.350522 -0.909026 -5.976499
H 3.450765 -2.843214 -7.369193
H 4.753952 -2.863373 -8.505930
H 4.807109 -0.128158 -5.546720
H 3.479885 -1.248576 -5.609897
C -0.711290 3.872811 2.882644
O -1.057410 3.582583 1.741525
N 0.153586 3.118212 3.612921
N -1.174248 4.986521 3.518943
H 0.428003 3.357994 4.555464
H 0.512245 2.286685 3.188372
H -1.816000 5.576321 3.013605
H -0.894313 5.238443 4.449772
C 9.554073 -1.355557 -4.774088
O 10.597184 -1.347230 -4.147403
N 8.648827 -2.384052 -4.680497
N 9.184845 -0.351897 -5.622290
H 7.802155 -2.420912 -5.216747
H 8.889585 -3.152224 -4.083728
H 9.821062 0.413206 -5.742256
H 8.327336 -0.358957 -6.147943
C 1.873879 3.655859 7.053401
O 0.850542 3.742492 6.380049
N 2.555733 4.756350 7.472049
N 2.390506 2.455108 7.428737
H 3.387772 4.712633 8.028634
H 2.190482 5.653017 7.211715
H 1.902896 1.627765 7.138952
H 3.220591 2.358875 7.981689
C -5.127521 5.902718 3.428285
O -4.362812 6.382671 2.600445
N -6.482497 5.980575 3.300704
N -4.671752 5.254020 4.534972
H -7.123595 5.596148 3.967759
H -6.844580 6.449129 2.492351
H -3.676578 5.188376 4.644793
H -5.268205 4.850046 5.231170
C 5.015757 -1.173322 4.915762
O 4.143314 -0.834048 5.697800
N 6.336866 -0.934437 5.103465
N 4.717982 -1.830284 3.741265
H 7.055870 -1.184384 4.448790
H 6.597290 -0.445117 5.937774
H 3.754999 -2.043868 3.567318
H 5.417120 -2.108503 3.079288
C -4.768946 -5.529474 -1.955719
O -3.609526 -5.758421 -2.291774
N -5.188147 -4.301612 -1.539113
N -5.737754 -6.485728 -1.981695
H -6.151780 -4.112257 -1.303488
H -4.505795 -3.560984 -1.484212
H -5.484016 -7.397592 -2.312482
H -6.691159 -6.300424 -1.716322
C -8.906548 -4.380653 -0.739489
O -7.729034 -4.703943 -0.942739
N -9.240746 -3.121824 -0.352239
N -9.931938 -5.244445 -0.904526
H -10.183896 -2.834121 -0.176552
H -8.498054 -2.461695 -0.226804
H -9.702550 -6.182061 -1.171734
H -10.891252 -5.005710 -0.746140
C -7.769230 -6.651072 1.842597
O -8.802388 -6.026939 1.685438
N -7.625855 -7.659951 2.755765
N -6.693323 -6.354533 1.066828
H -6.777210 -8.177700 2.878817
H -8.421418 -7.882418 3.323204
H -6.831832 -5.617496 0.396349
H -5.809100 -6.822824 1.115613
C 9.374020 0.973878 3.303015
O 8.424915 0.199093 3.315880
N 9.840942 1.569921 4.435819
N 10.035993 1.293975 2.155295
H 10.619276 2.201095 4.448415
H 9.379017 1.351791 5.297726
H 9.728365 0.857947 1.307347
H 10.818389 1.919524 2.123273
C -3.667640 8.998145 -0.542515
O -2.905337 9.469167 -1.369573
N -5.029996 9.087472 -0.676329
N -3.240017 8.346042 0.575197
H -5.673934 8.708563 -0.010037
H -5.380931 9.562085 -1.485896
H -2.249337 8.265998 0.698858
H -3.851927 7.943586 1.266069
C -2.970803 -3.019762 -5.088060
O -2.460524 -2.355240 -5.978080
N -4.308674 -3.290507 -5.052210
N -2.239998 -3.536822 -4.057390
H -4.742542 -3.836826 -4.330698
H -4.869170 -2.924875 -5.797914
H -1.256365 -3.344563 -4.081580
H -2.621829 -4.086782 -3.299312

Cartesian forces, eV/Å:
0.189 -0.136 -0.031
0.052 0.229 -0.066
0.422 0.217 0.128
0.438 -0.266 0.365
0.259 0.111 0.471
-0.333 0.153 0.176
-0.182 0.449 -0.096
-0.070 -0.549 -0.001
-0.105 0.258 -0.208
0.065 -0.336 0.217
-0.135 0.352 -0.353
0.040 -0.131 0.169
0.378 -0.028 0.090
-0.986 -0.949 -1.995
-0.028 0.693 0.517
0.542 -0.261 0.698
0.227 0.362 0.414
-0.119 0.034 -0.105
-0.042 -0.145 0.042
-0.065 0.108 0.210
0.012 -0.051 0.087
-0.093 -0.142 -0.098
-0.191 0.078 -0.018
-0.165 0.107 0.028
-0.145 -0.004 -0.225
-0.176 -0.016 -0.346
0.085 -0.203 -0.132
0.078 -0.021 -0.087
0.221 -0.094 0.140
0.002 -0.116 0.050
0.104 0.111 0.151
-0.201 0.333 -0.241
-0.060 0.000 0.244
0.131 -0.119 -0.068
0.079 0.201 0.028
0.021 -0.036 -0.182
0.036 -0.174 0.021
-0.080 -0.002 0.199
-0.134 0.004 -0.028
-0.110 0.086 -0.002
-0.018 -0.043 -0.079
0.171 -0.138 0.024
-0.015 0.265 -0.044
0.018 0.055 0.090
0.207 -0.046 0.055
0.061 0.011 0.041
-0.104 -0.216 0.214
-0.030 0.045 -0.017
-0.007 0.012 -0.026
-0.003 0.094 -0.140
-0.057 0.043 -0.115
0.033 -0.048 0.121
0.156 -0.116 0.032
0.020 0.098 -0.096
-0.285 0.161 -0.054
0.026 -0.080 0.150
-0.049 -0.045 0.002
-0.011 -0.014 -0.020
0.127 -0.056 -0.017
-0.018 -0.051 -0.148
-0.045 0.025 0.081
-0.149 0.058 0.207
-0.189 0.166 0.029
0.062 -0.016 -0.140
0.059 -0.038 -0.051
0.066 -0.039 -0.002
0.032 -0.097 -0.106
0.137 -0.153 0.157
-0.054 0.096 -0.134
-0.028 0.037 -0.059
-0.101 0.120 -0.070
-0.010 -0.025 0.024
-0.008 0.008 0.009
0.043 -0.042 -0.011
0.014 -0.011 -0.012
-0.031 -0.040 0.054
0.035 0.093 0.013
0.039 0.016 -0.037
0.056 0.031 0.006
0.012 -0.002 0.022
-0.009 -0.005 -0.013
0.008 -0.096 -0.001
-0.032 0.007 -0.012
0.096 0.033 -0.079
-0.033 0.036 -0.018
-0.130 -0.159 0.215
-0.108 0.159 -0.227
0.046 0.243 -0.088
-0.003 0.017 0.013
-0.004 -0.135 0.126
0.052 -0.110 0.090
-0.358 0.291 0.054
0.240 0.119 -0.062
0.550 0.147 -0.163
0.020 -0.360 -0.094
0.092 -0.115 -0.074
0.005 0.003 -0.047
0.095 0.033 -0.027
0.108 0.164 -0.023
-0.684 0.097 0.226
-0.710 0.117 -0.110
0.206 -0.143 -0.151
0.347 0.179 -0.464
-0.024 -0.045 0.048
0.015 0.028 0.046
-0.034 -0.092 0.132
0.009 0.024 0.125
0.527 0.056 -0.341
-0.778 0.026 0.439
-0.087 0.082 -0.026
0.413 -0.325 0.405
0.019 0.027 -0.035
-0.015 0.000 0.009
0.023 -0.014 -0.029
0.008 -0.069 0.031
0.117 -0.028 -0.024
0.004 -0.037 -0.065
-0.057 0.006 -0.002
-0.105 0.040 0.011
0.019 -0.011 -0.014
0.006 -0.004 0.013
0.039 -0.045 -0.015
0.020 -0.013 0.016
0.056 -0.016 0.032
-0.018 -0.010 -0.006
-0.038 0.008 -0.037
-0.058 0.082 0.065
0.027 -0.012 0.031
0.013 0.014 -0.010
0.022 0.002 -0.032
0.049 -0.154 -0.044
0.093 -0.048 0.128
0.019 0.055 -0.043
-0.094 0.035 0.030
0.014 0.080 0.169
0.072 -0.045 0.057
0.019 -0.002 -0.030
-0.145 -0.137 -0.066
-0.059 -0.204 -0.155